[1]
# C3H4N3OS

2 unconnected molecules or ions with the total composition C3H4N3OS in a non-equilibrium geometry (ωB97M-V with the def2-TZVPD basis set, the Open Molecules 2025 dataset).

CARTESIAN COORDINATES (ANGSTROEM)
C  -0.17  -1.77  -0.22
C  0.81  1.39  -0.20
C  -1.05  -0.74  -0.50
N  1.12  -1.67  -0.17
N  -2.13  -0.31  -0.62
N  -0.12  2.18  0.23
O  -2.89  0.58  -0.72
S  1.82  0.49  -0.93
H  -0.53  -2.76  -0.20
H  1.65  -2.58  -0.21
H  -0.84  1.86  0.90
H  -0.34  3.05  -0.37

Output
Molecular weight: 130.152 g/mol
Total charge: +1
Orbital gap: 8.8 eV
Highest occupied orbital energy: -13.90 eV


[2]
# C3H4N3P

2 unconnected molecules or ions with the total composition C3H4N3P in a non-equilibrium geometry (ωB97M-V with the def2-TZVPD basis set, the Open Molecules 2025 dataset).

CARTESIAN COORDINATES (ANGSTROEM)
C  1.40  0.16  -1.49
C  -1.11  -2.92  -0.84
C  -0.14  0.33  0.72
N  1.64  0.68  -2.48
N  -2.14  -3.36  -1.02
N  0.32  1.63  1.00
P  1.43  -0.63  0.05
H  -0.76  0.32  -0.07
H  -0.36  -0.20  1.61
H  0.09  1.77  1.97
H  -0.39  2.21  0.57

Output
Molecular weight: 113.060 g/mol
Orbital gap (alpha / beta): 5.4 / 5.4 eV
Highest occupied orbital energy (alpha / beta): -9.69 / -9.69 eV


[3]
# C3H4N4

A single C3H4N4 molecule in a non-equilibrium geometry (ωB97M-V with the def2-TZVPD basis set, the Open Molecules 2025 dataset).

CARTESIAN COORDINATES (ANGSTROEM)
N  1.97  -0.23  -0.51
C  0.62  -0.20  -0.22
C  0.11  0.79  0.60
N  -1.19  0.72  0.95
C  -2.02  -0.09  0.38
N  -1.69  -0.94  -0.72
N  -0.45  -1.05  -1.03
H  2.57  0.60  -0.41
H  2.42  -1.03  -0.92
H  0.66  1.65  1.04
H  -3.01  -0.22  0.85

Output
Molecular weight: 96.093 g/mol
SMILES string: Nc1cncnn1
Orbital gap: 9.1 eV
Highest occupied orbital energy: -8.80 eV


[4]
# C3H4N4

A single C3H4N4 molecule in a non-equilibrium geometry (ωB97M-V with the def2-TZVPD basis set, the Open Molecules 2025 dataset).

CARTESIAN COORDINATES (ANGSTROEM)
C  0.21  -1.54  0.57
N  1.29  -0.81  0.81
C  1.52  0.27  -0.07
N  0.82  1.27  -0.48
N  -0.53  1.34  -0.17
C  -1.45  0.19  -0.25
N  -1.00  -1.05  -0.05
H  0.01  -2.54  1.18
H  2.51  0.44  -0.39
H  -0.96  2.18  -0.45
H  -2.42  0.26  -0.72

Output
Molecular weight: 96.093 g/mol
SMILES string: C1=NC=NNC=N1
Orbital gap: 8.1 eV
Highest occupied orbital energy: -8.78 eV


[5]
# C3H4N4

A single C3H4N4 molecule in a non-equilibrium geometry (ωB97M-V with the def2-TZVPD basis set, the Open Molecules 2025 dataset).

CARTESIAN COORDINATES (ANGSTROEM)
N  1.93  -0.05  -0.45
C  0.55  -0.20  -0.18
C  -0.03  0.98  0.27
N  -1.31  1.07  0.58
C  -1.96  -0.10  0.41
N  -1.45  -1.25  -0.01
N  -0.15  -1.32  -0.32
H  2.53  -0.58  0.16
H  2.17  -0.18  -1.42
H  0.74  1.76  0.30
H  -3.02  -0.13  0.65

Output
Molecular weight: 96.093 g/mol
SMILES string: Nc1cncnn1
Orbital gap: 9.4 eV
Highest occupied orbital energy: -9.48 eV


[6]
# C3H4N4

2 unconnected molecules or ions with the total composition C3H4N4 in a non-equilibrium geometry (ωB97M-V with the def2-TZVPD basis set, the Open Molecules 2025 dataset).

CARTESIAN COORDINATES (ANGSTROEM)
C  -0.44  -0.54  -0.32
C  -0.14  1.64  -0.02
C  1.06  -0.14  -0.22
H  -0.88  -2.47  0.39
H  -2.04  0.85  0.98
H  -0.40  2.75  0.10
H  1.83  -1.78  -0.05
N  -1.21  -1.50  -0.06
N  -1.07  0.74  -0.56
N  1.17  1.25  -0.05
N  2.13  -0.81  -0.18

Output
Molecular weight: 96.093 g/mol
Orbital gap: 7.5 eV
Highest occupied orbital energy: -9.58 eV


[7]
# C3H4N4O

A molecular structure, C3H4N4O in a non-equilibrium geometry (ωB97M-V with the def2-TZVPD basis set, the Open Molecules 2025 dataset).

CARTESIAN COORDINATES (ANGSTROEM)
C  1.53  -1.06  0.06
C  -2.06  -0.50  -0.13
C  -0.27  0.78  0.24
H  1.86  0.63  0.26
H  1.71  -2.18  -0.68
H  -3.28  -0.51  0.06
H  0.01  2.54  -0.49
N  2.47  -0.26  -0.10
N  0.15  -0.58  0.79
N  -1.58  0.76  0.08
N  0.57  1.76  0.00
O  -1.11  -1.38  -0.09

Output
Molecular weight: 112.092 g/mol
Orbital gap: 8.8 eV
Highest occupied orbital energy: -10.02 eV


[8]
# C3H4N4O

A molecular structure, C3H4N4O in a non-equilibrium geometry (ωB97M-V with the def2-TZVPD basis set, the Open Molecules 2025 dataset).

CARTESIAN COORDINATES (ANGSTROEM)
C  -2.40  -0.38  -0.65
C  -2.05  0.70  0.51
C  0.16  -0.31  0.09
H  -1.79  -0.10  -1.60
H  -2.95  -1.39  -0.75
H  -1.58  1.88  -0.07
H  -2.27  0.78  1.80
N  -1.21  -0.38  0.38
N  0.61  0.85  -0.31
N  1.86  0.84  -0.22
N  1.09  -1.19  0.18
O  2.23  -0.27  0.10

Output
Molecular weight: 112.092 g/mol
Orbital gap: 10.1 eV
Highest occupied orbital energy: -9.78 eV


Q: Which value of molecular weight does entry 3 give?
A: 96.093 g/mol


Please write out number 5 again, unchanged.
# C3H4N4

A single C3H4N4 molecule in a non-equilibrium geometry (ωB97M-V with the def2-TZVPD basis set, the Open Molecules 2025 dataset).

CARTESIAN COORDINATES (ANGSTROEM)
N  1.93  -0.05  -0.45
C  0.55  -0.20  -0.18
C  -0.03  0.98  0.27
N  -1.31  1.07  0.58
C  -1.96  -0.10  0.41
N  -1.45  -1.25  -0.01
N  -0.15  -1.32  -0.32
H  2.53  -0.58  0.16
H  2.17  -0.18  -1.42
H  0.74  1.76  0.30
H  -3.02  -0.13  0.65

Output
Molecular weight: 96.093 g/mol
SMILES string: Nc1cncnn1
Orbital gap: 9.4 eV
Highest occupied orbital energy: -9.48 eV


Q: Which formula does entry 2 have?
A: C3H4N3P